No. 1
# C37H42Br2N3OS2Y

A structure of composition C37H42Br2N3OS2Y (ωB97M-V/def2-TZVPD, OMol25).

XYZ file:
```
88
Properties=species:S:1:pos:R:3:forces:R:3:mulliken_charge:R:1
Y 11.780280 9.443828 12.730151 0.43 -0.34 -0.32 0.29
S 10.058566 7.539469 13.673426 0.56 -0.40 -0.65 -0.31
C 9.030290 8.373006 14.680161 0.34 0.52 0.27 0.98
N 8.313585 7.751203 15.570094 -0.14 -0.76 0.38 0.24
C 7.343651 8.496215 16.359522 -0.21 -0.15 0.78 -0.99
C 8.034090 9.711405 16.898496 0.61 1.41 -0.23 -0.34
N 8.545648 10.529004 15.721719 -0.40 -0.16 0.55 0.07
C 8.469946 12.050493 15.826135 -1.33 -1.26 1.22 -1.42
C 9.159939 12.555938 17.086679 -0.34 -0.07 -0.91 0.71
C 8.538645 12.658997 18.339327 -1.29 0.10 -0.85 -0.10
C 9.235509 13.158508 19.426157 -0.87 -0.35 0.30 -0.72
C 10.532616 13.585023 19.255901 0.86 -0.03 0.20 -0.51
C 11.143405 13.515525 18.003547 -1.10 -0.30 0.25 -0.84
C 10.460230 12.995689 16.902242 -0.09 0.33 2.49 -0.42
C 8.992091 9.911556 14.662971 -0.31 0.22 -0.06 0.27
S 9.490133 10.775785 13.270413 -0.23 -0.07 0.02 -0.37
C 8.406475 6.272381 15.875251 0.07 0.42 0.07 -0.96
C 8.511208 6.000843 17.357628 -0.88 -1.40 -0.76 0.50
C 9.708030 6.157461 18.015485 0.81 -0.14 1.42 -0.48
C 9.836054 5.684470 19.345143 0.04 0.83 -0.32 -0.60
C 8.742666 5.054924 19.928119 0.28 0.05 1.78 -0.33
C 7.556206 4.866839 19.264278 -1.37 -0.14 -0.69 -0.52
C 7.451268 5.270772 17.941619 1.78 0.87 0.79 -0.51
H 7.025869 7.869417 17.187861 0.20 -0.09 0.16 0.41
H 6.425871 8.663692 15.798849 0.11 0.43 -0.32 0.34
H 8.940862 9.471994 17.476854 -0.39 -0.26 -0.05 0.28
H 7.426027 10.369015 17.556416 0.18 -0.51 -0.75 0.38
H 7.376848 12.239255 15.813027 0.53 0.10 0.14 0.32
H 8.875742 12.407548 14.908795 0.42 0.51 -0.31 0.69
H 7.427840 12.490169 18.406175 1.29 -0.09 0.08 0.39
H 8.716783 13.196433 20.390303 0.39 0.17 -0.34 0.40
H 11.101026 13.942062 20.119820 -0.22 0.02 -0.39 0.40
H 12.124161 13.887864 17.903607 1.03 0.30 -0.20 0.49
H 10.953134 12.959414 15.984463 0.53 -0.11 -1.52 0.67
H 9.272991 5.820871 15.380786 -0.36 0.45 -0.19 0.45
H 7.482513 5.839930 15.499826 0.02 -0.14 -0.22 0.34
H 10.583172 6.579385 17.515951 -0.30 0.11 0.10 0.56
H 10.729572 5.933185 19.957857 -0.63 -0.54 -0.70 0.37
H 8.754221 4.736017 20.986752 0.36 0.24 -0.70 0.34
H 6.639434 4.456658 19.736469 1.04 -0.02 -0.17 0.36
H 6.627642 4.967837 17.367537 -1.21 0.00 -0.71 0.45
C 18.335344 8.366502 17.777621 0.19 1.28 -0.03 -1.97
C 16.827859 8.396046 17.992823 0.13 -0.42 1.95 2.19
C 16.508313 9.529690 19.029412 -0.72 -1.50 0.20 -1.85
C 16.480346 7.050128 18.683437 -1.16 0.52 0.89 -1.60
C 15.992686 8.432644 16.741843 -0.79 0.91 -0.38 -0.51
C 14.717523 9.045115 16.806063 1.25 -0.48 -0.54 -1.04
C 13.993596 8.987619 15.643471 -1.29 0.76 -0.09 1.41
Br 12.348620 10.007394 15.590164 -0.37 0.24 0.15 -0.18
C 14.325431 8.467000 14.421479 1.07 -0.87 -0.86 -0.26
O 13.507946 8.567279 13.332171 0.01 0.05 1.13 -0.09
C 15.630218 7.907988 14.343065 -0.38 0.53 -0.80 -0.39
C 16.407110 7.908573 15.492001 -0.03 -0.23 0.69 0.36
C 16.249335 7.629782 12.933041 0.26 1.49 1.03 2.25
C 16.125301 8.998146 12.184494 -0.48 0.39 0.31 -1.03
C 17.711252 7.268824 13.079919 0.54 -0.66 -0.71 -2.34
C 15.527252 6.583660 12.159688 0.83 -1.69 -0.84 -1.82
H 18.888598 8.448122 18.719794 -0.37 0.08 -0.01 0.46
H 18.651736 9.209811 17.154809 0.07 -0.11 -0.03 0.40
H 18.685537 7.464102 17.348179 0.21 -0.98 -0.74 0.41
H 17.167307 9.437937 19.903280 0.14 0.08 -0.47 0.43
H 15.507257 9.322598 19.476799 0.44 0.56 -0.53 0.35
H 16.583836 10.512120 18.599596 -0.05 0.51 -0.07 0.41
H 17.212504 6.797022 19.433102 0.44 -0.10 0.18 0.45
H 16.445706 6.299289 17.933544 0.11 -0.98 -0.53 0.40
H 15.493684 7.017012 19.230361 0.75 0.36 -0.76 0.30
H 14.346780 9.635385 17.638942 0.21 -0.39 -0.01 0.37
H 17.393785 7.461026 15.387384 -0.20 0.29 0.39 0.34
H 16.523474 9.822507 12.830970 -0.08 -0.64 -0.70 0.31
H 15.029597 9.160231 12.109654 0.93 0.24 -0.44 -0.01
H 16.579799 9.031195 11.162776 -0.19 -0.23 0.94 0.39
H 18.288204 8.069793 13.539580 0.10 0.07 -0.22 0.40
H 18.128949 7.008131 12.079207 -0.17 0.40 0.66 0.42
H 17.847139 6.374076 13.694208 -0.06 -0.01 -0.04 0.45
H 14.466524 6.670855 12.217587 -0.78 0.07 -0.01 0.20
H 15.826288 5.554876 12.466398 -0.31 0.64 0.04 0.37
H 15.848806 6.655825 11.107235 -0.26 -0.01 0.21 0.44
Br 12.320240 11.446932 10.411176 -0.05 -0.38 -0.28 -0.14
C 11.990225 9.781065 9.492622 -0.35 -0.59 0.16 0.55
C 11.762970 9.687133 8.127828 0.63 0.79 0.88 -0.66
C 11.469373 8.443642 7.604127 -0.03 0.38 0.15 -0.19
C 11.354350 7.363582 8.437566 0.20 -0.46 1.02 -0.79
C 11.638968 7.534109 9.790697 0.13 0.17 -0.38 -0.15
N 11.945689 8.734742 10.325183 -0.35 0.02 -0.17 -0.04
H 11.883162 10.573022 7.533480 -0.12 0.11 -0.33 0.43
H 11.340371 8.333734 6.556456 -0.20 -0.04 -0.76 0.45
H 11.076444 6.385396 8.073829 0.11 -0.02 -0.04 0.42
H 11.680817 6.677887 10.448395 -0.17 0.03 0.19 0.44
```
Forces are in eV/Å.

Computed properties:
HOMO energy = -12.720 eV
spin multiplicity = 1
Kohn-Sham gap = 6.1180 eV
total charge = +2

No. 2
# C11H12NO2

A structure of composition C11H12NO2 (ωB97M-V/def2-TZVPD, OMol25).

XYZ file:
```
26
Properties=species:S:1:pos:R:3:forces:R:3:mulliken_charge:R:1
C -1.256140 3.913196 -0.331252 0.42 2.02 1.03 -0.97
C -2.005436 3.118004 0.761780 -0.56 -1.61 -1.82 0.64
O -1.755337 1.846115 0.690786 0.76 0.77 0.06 -0.57
O -2.835757 3.599275 1.512238 0.43 0.75 0.03 -0.69
H -0.312896 4.169495 0.165957 -0.05 0.53 0.29 0.26
H -1.798558 4.875920 -0.528380 0.56 -0.89 0.01 0.26
H -0.807862 3.490333 -1.235293 -1.08 -0.71 -0.01 0.35
C -1.508556 -3.084018 0.436805 -1.20 -1.58 -1.92 -1.48
C -1.363730 -0.739025 -0.343219 1.06 1.95 0.81 -0.68
C 0.778250 -0.277610 -0.456639 0.43 -0.83 -0.27 -0.16
C -0.748232 -1.880927 0.043022 0.62 -0.66 -0.74 0.85
C 0.671893 -1.690841 -0.148955 -0.59 1.14 1.50 0.57
C 2.038142 0.332377 -0.553256 -0.44 0.30 -0.53 -0.23
C 3.205681 -0.393829 -0.325824 -2.11 1.32 -0.75 -0.68
C 1.837505 -2.382273 0.248625 -0.83 0.83 -0.82 -0.79
C 3.027388 -1.730555 0.070752 2.38 0.14 0.10 -0.29
N -0.443674 0.301950 -0.607684 -0.68 -0.61 0.02 -0.39
H -0.875756 1.457409 -0.127274 -0.87 -1.57 0.55 0.47
H -2.400874 -0.524080 -0.134540 -0.09 0.23 -0.48 0.36
H 2.004232 1.370489 -0.903448 0.45 -0.20 0.28 0.31
H -2.137311 -3.450175 -0.446785 0.74 0.39 0.81 0.25
H -2.265527 -2.967758 1.193359 -0.02 0.42 0.69 0.34
H 4.101958 0.196640 -0.565183 0.12 -1.10 0.53 0.31
H 1.799862 -3.366586 0.678967 0.02 -0.35 -0.09 0.33
H 3.973533 -2.220135 0.233845 0.07 -0.65 0.36 0.31
H -0.922787 -3.963402 0.671603 0.44 -0.02 0.32 0.34
```
Forces are in eV/Å.

Computed properties:
HOMO energy = -3.983 eV
spin multiplicity = 1
Kohn-Sham gap = 7.5609 eV
total charge = -1

No. 3
# C4H11PS2

A cluster of 2 separate species, C4H11PS2 in total (ωB97M-V/def2-TZVPD, OMol25).

XYZ file:
```
18
Properties=species:S:1:pos:R:3:forces:R:3:mulliken_charge:R:1
C -1.894687 -0.323955 -0.510175 0.52 -1.04 2.46 -1.13
C -0.760118 -0.254356 1.917922 -1.23 0.55 0.17 -1.09
C 0.910981 0.593934 -1.812242 2.74 1.07 1.05 -0.96
C -0.629176 -0.503383 0.388007 0.82 -1.20 1.64 0.12
P 0.635913 0.759928 -0.047484 2.28 -1.09 -0.62 0.29
S 0.712902 2.550554 0.614671 -0.22 -0.45 0.14 -0.30
S 3.027872 -1.176634 0.433438 -0.05 1.26 -0.44 -0.43
H -1.470202 -0.410428 -1.505108 -1.10 0.20 -0.42 0.39
H -2.619950 -1.153887 -0.194250 1.00 1.11 -0.92 0.34
H -2.326951 0.634079 -0.184073 -0.08 -0.16 -0.89 0.33
H -1.766621 -0.444371 2.343214 0.48 -0.84 -0.40 0.34
H -0.830985 0.847802 1.936827 0.80 -0.25 0.98 0.29
H 0.046619 -0.741005 2.553292 -0.95 0.99 -0.95 0.28
H 1.970718 0.943305 -2.100135 -1.79 -0.89 0.42 0.32
H 0.649802 -0.402197 -2.010089 0.21 -1.45 -0.81 0.33
H 0.200217 1.252853 -2.187184 -1.29 1.24 -1.26 0.42
H -0.150979 -1.527024 0.292928 -0.40 1.21 -0.52 0.38
H 4.294643 -0.645221 0.070446 -1.73 -0.24 0.35 0.09
```
Forces are in eV/Å.

Computed properties:
HOMO energy (spin up / spin down) = -8.197 / -8.161 eV
spin multiplicity = 1
Kohn-Sham gap (spin up / spin down) = 6.5927 / 6.5413 eV
total charge = 0